Entry 1:
The following is a quantum chemistry calculation of a cluster of 2 separate species, CN2O2 in total, from the Open Molecules 2025 dataset.

- LUMO level (alpha / beta) (eV) = 7.59 / 7.58
- spin multiplicity = 3
- Kohn-Sham gap (alpha / beta) (Eh) = 0.1917 / 0.2967
- <S²> = 2.0115
- E_HOMO (alpha / beta) (eV) = 2.38 / -0.49
- net charge = -2

Each line ends with the Löwdin spin population.
Element x y z (Å)
C -1.2398 1.0112 -0.9006  0.00
N -2.3355 1.4252 -1.0117  0.00
N 1.4815 -2.0128 1.3896  1.34
O 2.6660 -1.6337 1.7637  0.66
O -0.0705 0.7048 -0.8258  0.01

***

Entry 2:
The following is a quantum chemistry calculation of a cluster of 2 separate species, CN2O2 in total, from the Open Molecules 2025 dataset.

- LUMO level (alpha / beta) (eV) = 0.87 / -5.43
- spin multiplicity = 3
- Kohn-Sham gap (alpha / beta) (Eh) = 0.2201 / 0.3087
- relative energy (zero: lowest compared OMol25 entry of this formula, charge and spin) (kJ/mol) = 162.9
- <S²> = 2.0083
- E_HOMO (alpha / beta) (eV) = -5.12 / -13.83

Each line ends with the Löwdin spin population.
Element x y z (Å)
C -0.1653 -1.0119 0.7628  0.57
N 0.5217 1.8988 -0.9531  0.01
N -0.0386 1.0759 -1.4316  0.01
O 0.9765 -0.9680 0.6257  0.70
O -1.2943 -0.9948 0.9962  0.71

***

> Which of these has the lowest <S²>?

number 2

***

> The highest <S²> belongs to which entry?

number 1

***

> Which formula does entry 1 have?

CN2O2